275
Properties=species:S:1:pos:R:3:lowdin_charge:R:1 method="wB97M-V/def2-TZVPD" charge=+3 homo_energy_ev=-13.6 lumo_energy_ha=-0.18501
C -0.35 4.26 -7.82 -0.028
C -0.15 2.81 -8.14 -0.297
C -0.42 1.84 -7.02 -0.185
O -0.03 0.62 -7.63 -0.234
C -0.17 -0.53 -6.72 -0.007
N -1.06 2.32 -9.29 0.222
H -0.79 2.64 -10.21 0.166
H -1.03 1.28 -9.14 0.163
H -2.05 2.56 -9.12 0.182
H 0.45 4.53 -7.13 0.106
H -1.27 4.43 -7.28 0.089
H -0.26 4.89 -8.72 0.097
H 0.86 2.69 -8.55 0.158
H -1.45 1.88 -6.65 0.137
H 0.13 1.89 -6.10 0.112
H 0.09 -0.30 -5.69 0.088
H 0.49 -1.32 -7.08 0.085
H -1.20 -0.81 -6.88 0.093
C 3.91 -7.16 1.40 -0.009
C 4.11 -6.64 -0.03 -0.286
C 3.83 -7.64 -1.13 -0.192
O 2.53 -8.16 -1.08 -0.181
C 2.19 -9.02 -2.12 -0.084
N 3.19 -5.46 -0.18 0.233
H 3.50 -4.73 0.45 0.111
H 3.17 -5.03 -1.12 0.118
H 2.28 -5.70 0.12 0.086
H 3.60 -6.36 2.08 0.078
H 4.83 -7.64 1.78 0.099
H 3.06 -7.90 1.40 0.108
H 5.10 -6.18 -0.12 0.151
H 4.53 -8.48 -0.95 0.150
H 4.04 -7.14 -2.07 0.127
H 1.86 -8.47 -3.00 0.079
H 1.37 -9.65 -1.80 0.102
H 3.08 -9.56 -2.44 0.093
C -1.68 -2.85 3.79 -0.061
C -0.97 -1.60 4.42 -0.189
C 0.11 -2.09 5.38 -0.082
N 0.72 -0.95 6.20 -0.244
C 1.09 0.19 5.26 0.055
C 1.98 -1.35 6.80 -0.134
C 2.16 -0.37 7.95 -0.140
C 0.75 -0.14 8.50 -0.110
C -0.14 -0.42 7.31 -0.102
H -2.54 -2.67 3.10 0.085
H -2.12 -3.43 4.59 0.069
H -1.02 -3.44 3.18 0.060
H -1.67 -0.90 4.87 0.084
H -0.49 -1.06 3.58 0.091
H 0.96 -2.50 4.80 0.104
H -0.18 -2.83 6.14 0.150
H 1.77 -0.13 4.47 0.109
H 1.46 0.95 5.94 0.109
H 0.19 0.61 4.80 0.079
H 2.79 -1.39 6.07 0.114
H 1.93 -2.41 7.17 0.167
H 2.55 0.51 7.47 0.098
H 2.88 -0.75 8.64 0.116
H 0.60 0.82 8.94 0.119
H 0.55 -0.94 9.22 0.131
H -0.67 0.47 6.98 0.105
H -0.83 -1.22 7.53 0.133
C 0.92 4.76 -0.37 -0.099
C -0.49 5.03 0.02 -0.221
C -0.48 5.42 1.53 -0.067
N -1.71 6.25 1.89 -0.267
C -3.01 5.53 1.61 0.019
C -1.75 7.60 1.20 -0.071
C -0.83 8.50 2.05 -0.122
C -0.86 7.86 3.46 -0.122
C -1.70 6.57 3.33 -0.109
H 1.04 4.52 -1.41 0.085
H 1.35 4.01 0.30 0.074
H 1.54 5.64 -0.21 0.082
H -1.13 4.13 -0.13 0.082
H -1.04 5.81 -0.55 0.115
H 0.42 5.99 1.84 0.146
H -0.64 4.49 2.09 0.115
H -3.83 6.14 1.98 0.104
H -3.01 4.56 2.13 0.105
H -3.03 5.35 0.55 0.079
H -2.77 7.88 1.33 0.132
H -1.42 7.51 0.16 0.129
H -1.13 9.55 1.99 0.124
H 0.16 8.37 1.62 0.105
H -1.19 8.54 4.26 0.120
H 0.18 7.72 3.74 0.108
H -2.72 6.73 3.65 0.137
H -1.28 5.72 3.86 0.122
C -4.93 -1.02 -1.95 -0.071
C -5.89 -0.12 -2.79 -0.197
C -5.14 1.16 -3.13 -0.125
N -5.96 2.19 -3.86 -0.277
C -6.38 1.62 -5.13 0.014
C -5.15 3.45 -4.11 -0.074
C -6.18 4.58 -4.37 -0.116
C -7.51 4.07 -3.76 -0.133
C -7.19 2.70 -3.13 -0.072
H -5.50 -1.87 -1.53 0.096
H -4.45 -0.43 -1.19 0.054
H -4.25 -1.55 -2.61 0.065
H -6.80 0.18 -2.22 0.120
H -6.27 -0.70 -3.64 0.108
H -4.30 0.93 -3.83 0.136
H -4.72 1.61 -2.22 0.125
H -5.41 1.52 -5.68 0.127
H -7.08 2.30 -5.56 0.107
H -6.82 0.66 -4.96 0.092
H -4.46 3.27 -4.93 0.123
H -4.52 3.58 -3.24 0.117
H -6.29 4.66 -5.46 0.109
H -5.85 5.55 -4.00 0.120
H -8.28 4.10 -4.56 0.123
H -7.82 4.77 -3.00 0.101
H -8.00 2.01 -3.27 0.130
H -6.91 2.82 -2.09 0.115
C 4.45 1.00 1.48 -0.084
C 5.03 -0.19 2.20 -0.221
C 6.31 0.29 2.90 -0.109
N 6.81 -0.76 3.89 -0.259
C 6.93 -2.07 3.21 0.021
C 5.92 -0.94 5.14 -0.096
C 6.75 -0.58 6.35 -0.153
C 8.22 -0.64 5.93 -0.119
C 8.18 -0.31 4.44 -0.078
H 4.00 1.73 2.19 0.096
H 3.70 0.74 0.73 0.062
H 5.24 1.48 0.90 0.083
H 5.32 -0.94 1.46 0.115
H 4.34 -0.61 2.87 0.072
H 6.31 1.26 3.43 0.149
H 7.14 0.32 2.19 0.142
H 5.92 -2.45 3.02 0.103
H 7.48 -2.74 3.86 0.119
H 7.50 -1.90 2.29 0.117
H 5.56 -1.97 5.11 0.118
H 5.02 -0.32 5.08 0.127
H 6.58 -1.17 7.23 0.122
H 6.37 0.40 6.65 0.118
H 8.52 -1.70 6.01 0.121
H 8.94 -0.06 6.53 0.139
H 8.85 -0.84 3.77 0.134
H 8.21 0.76 4.28 0.124
C -6.20 4.04 3.07 -0.082
C -6.53 3.29 4.37 -0.209
C -5.68 2.00 4.33 -0.154
N -5.41 1.31 5.61 -0.275
C -6.72 0.76 6.06 0.038
C -4.82 2.19 6.66 -0.093
C -4.19 1.28 7.69 -0.165
C -3.79 0.07 6.97 -0.147
C -4.35 0.24 5.53 -0.062
H -5.13 4.41 3.09 0.077
H -6.70 5.00 3.14 0.088
H -6.39 3.38 2.19 0.099
H -7.58 3.03 4.46 0.110
H -6.26 3.86 5.26 0.110
H -4.74 2.27 3.83 0.091
H -6.25 1.29 3.70 0.153
H -6.98 -0.03 5.33 0.125
H -7.51 1.53 6.07 0.119
H -6.55 0.32 7.06 0.122
H -5.61 2.81 7.05 0.136
H -4.10 2.84 6.13 0.138
H -4.80 1.15 8.58 0.124
H -3.30 1.78 8.12 0.137
H -4.19 -0.80 7.48 0.129
H -2.72 0.05 6.82 0.074
H -4.77 -0.70 5.18 0.141
H -3.53 0.60 4.90 0.114
C 3.51 0.97 -4.78 -0.055
C 4.39 -0.08 -5.55 -0.224
C 3.73 -0.37 -6.84 -0.150
N 4.40 -1.44 -7.61 -0.262
C 3.94 -1.39 -8.99 0.015
C 4.13 -2.81 -7.13 -0.157
C 5.15 -3.69 -7.80 -0.127
C 6.31 -2.74 -7.99 -0.145
C 5.93 -1.34 -7.55 -0.056
H 2.55 0.54 -4.54 0.048
H 3.46 1.96 -5.25 0.080
H 4.03 1.13 -3.83 0.073
H 4.57 -0.99 -4.96 0.085
H 5.37 0.39 -5.71 0.117
H 3.84 0.53 -7.47 0.150
H 2.70 -0.68 -6.70 0.123
H 4.33 -0.43 -9.44 0.139
H 2.88 -1.38 -9.14 0.112
H 4.31 -2.25 -9.47 0.085
H 3.13 -3.14 -7.32 0.129
H 4.25 -2.86 -6.07 0.066
H 4.78 -4.01 -8.77 0.117
H 5.33 -4.58 -7.15 0.148
H 6.60 -2.77 -9.03 0.116
H 7.21 -3.02 -7.41 0.135
H 6.28 -0.55 -8.20 0.138
H 6.26 -1.16 -6.52 0.123
C -3.81 1.47 1.48 -0.076
C -2.55 1.52 0.60 -0.183
C -1.57 0.48 1.06 -0.107
N -0.48 0.25 0.00 -0.239
C 0.27 1.49 -0.20 0.013
C -1.09 -0.33 -1.29 -0.065
C 0.01 -1.11 -2.00 -0.128
C 1.06 -1.38 -0.91 -0.114
C 0.40 -0.91 0.41 -0.076
H -4.50 0.62 1.38 0.096
H -4.38 2.37 1.40 0.038
H -3.50 1.36 2.55 0.056
H -2.08 2.52 0.64 0.105
H -2.82 1.28 -0.43 0.097
H -2.08 -0.48 1.17 0.128
H -1.07 0.76 1.97 0.112
H 0.85 1.77 0.70 0.121
H -0.44 2.29 -0.49 0.066
H 0.91 1.34 -1.07 0.119
H -1.61 0.46 -1.85 0.119
H -1.87 -0.98 -0.92 0.093
H 0.51 -0.63 -2.86 0.107
H -0.47 -1.99 -2.40 0.093
H 1.97 -0.82 -1.15 0.099
H 1.38 -2.42 -0.86 0.097
H 1.04 -0.48 1.17 0.110
H -0.28 -1.67 0.82 0.124
B 2.60 -2.88 3.22 -1.311
F 1.89 -1.81 2.79 0.159
F 3.54 -2.50 4.17 0.107
F 1.83 -3.91 3.76 0.140
F 3.34 -3.27 2.03 0.060
B -1.51 2.69 4.42 -1.304
F -0.37 3.24 3.81 0.106
F -2.59 3.60 4.33 0.106
F -1.76 1.52 3.72 0.095
F -1.34 2.31 5.75 0.130
B -1.05 2.51 -3.76 -1.272
F -1.37 2.94 -2.43 0.081
F -1.81 1.43 -4.09 0.142
F -1.36 3.57 -4.66 0.090
F 0.33 2.15 -3.88 0.073
B -5.30 4.50 -0.70 -1.326
F -6.35 4.99 -1.44 0.155
F -4.07 4.80 -1.26 0.138
F -5.44 5.13 0.52 0.126
F -5.37 3.08 -0.48 0.067
C 1.03 -4.72 -3.33 -0.662
F 1.44 -5.94 -3.35 0.199
F 0.02 -4.51 -4.21 0.129
F 0.74 -4.22 -2.16 0.152
S 2.50 -3.74 -4.18 0.685
O 2.51 -4.44 -5.47 -0.307
O 2.18 -2.30 -4.21 -0.322
N 3.72 -4.08 -3.18 -0.315
S 5.23 -3.71 -3.21 0.542
O 6.00 -4.76 -2.71 -0.247
O 5.65 -2.97 -4.38 -0.288
C 5.33 -2.48 -1.77 -0.572
F 4.44 -1.46 -1.96 0.087
F 4.99 -3.16 -0.62 0.066
F 6.55 -1.97 -1.54 0.138
C -2.27 -3.50 -0.65 -0.699
F -2.95 -2.86 0.27 0.143
F -2.65 -2.94 -1.84 0.098
F -0.99 -3.37 -0.45 0.125
S -2.61 -5.33 -0.56 0.653
O -4.08 -5.31 -0.49 -0.299
O -1.92 -5.77 -1.79 -0.306
N -1.95 -5.79 0.79 -0.289
S -0.63 -6.54 0.99 0.508
O -0.53 -7.76 0.31 -0.232
O 0.46 -5.66 1.01 -0.280
C -0.87 -7.02 2.76 -0.588
F -1.15 -5.87 3.50 0.058
F -1.88 -7.86 2.93 0.160
F 0.26 -7.53 3.33 0.108